Record 1
C37H31ClN8O4PPbS | ωB97M-V/def2-TZVPD

XYZ file:
```
84
Properties=species:S:1:pos:R:3:lowdin_charge:R:1
Pb -0.3842 0.0725 0.0484 1.34
C 3.1668 -4.9069 0.7756 -0.02
N 2.4270 -3.8660 0.0644 -0.12
C 2.3513 -3.7347 -1.2971 -0.05
C 1.5776 -2.6355 -1.5301 -0.13
N 1.1813 -2.0956 -0.3352 -0.02
C 1.7037 -2.8505 0.6117 -0.46
P 1.5496 -2.5893 2.4109 1.18
C 2.0415 -0.8377 2.4527 -0.45
N 1.6722 0.1036 1.6060 -0.04
C 2.3347 1.2474 1.9625 -0.13
C 3.1207 0.9854 3.0436 -0.03
N 2.9300 -0.3371 3.3508 -0.12
C 3.5657 -1.0518 4.4537 -0.02
C -0.2595 -2.4442 2.5504 -0.47
N -1.0743 -1.7467 1.7830 -0.03
C -2.3359 -1.9300 2.2743 -0.13
C -2.2824 -2.7525 3.3586 -0.04
N -0.9631 -3.0726 3.5304 -0.12
C -0.4359 -3.9350 4.5838 -0.02
H 3.6354 -5.5558 0.0421 0.09
H 3.9389 -4.4691 1.4033 0.09
H 2.4978 -5.4995 1.3949 0.09
H 2.8461 -4.4215 -1.9639 0.12
H 1.2840 -2.1948 -2.4695 0.10
H 2.1852 2.1782 1.4349 0.10
H 3.7863 1.6125 3.6125 0.13
H 4.1875 -0.3510 5.0018 0.09
H 2.8164 -1.4561 5.1298 0.09
H 4.1894 -1.8616 4.0825 0.09
H -3.1933 -1.4332 1.8441 0.10
H -3.0495 -3.1183 4.0199 0.13
H -1.2711 -4.3077 5.1683 0.09
H 0.1023 -4.7789 4.1594 0.08
H 0.2290 -3.3773 5.2392 0.09
C -2.6796 2.9064 -0.0806 -0.03
C -2.0647 2.9447 -1.4485 -0.28
C -2.6867 3.6776 -2.4979 0.01
C -2.1018 3.7062 -3.7293 0.01
C -0.8514 3.0685 -3.9114 -0.15
C -0.1405 3.1146 -5.1392 0.01
C 1.1178 2.5630 -5.2483 -0.06
C 1.7024 1.9646 -4.1288 -0.08
C 1.0198 1.8681 -2.9062 -0.61
S 1.7945 1.1709 -1.5761 0.76
C -0.2993 2.4183 -2.8003 -0.24
N -0.9289 2.3187 -1.6174 0.07
H -3.7569 3.0570 -0.1288 0.09
H -2.2481 3.7153 0.5175 0.08
H -2.4613 1.9642 0.4317 0.04
H -3.6193 4.1935 -2.3070 0.12
H -2.5641 4.2222 -4.5633 0.12
H -0.5983 3.6159 -5.9848 0.12
H 1.6585 2.6027 -6.1841 0.11
H 2.7101 1.5733 -4.1800 0.10
Cl -5.3578 -4.6656 -4.6738 0.77
C -4.1594 -3.7047 -3.9420 -0.63
C -2.8075 -3.8897 -4.2990 -0.08
C -1.8583 -3.1140 -3.7093 0.05
C -2.2029 -2.0678 -2.7509 -0.35
O -1.3391 -1.3053 -2.3335 -0.01
C -3.6073 -1.9525 -2.3755 -0.08
C -4.0938 -1.0164 -1.3181 -0.17
O -3.3848 -0.4181 -0.5471 0.00
C -4.5360 -2.7438 -2.9791 -0.04
H -2.5484 -4.6414 -5.0328 0.12
H -0.8109 -3.2199 -3.9593 0.12
H -5.1962 -0.9269 -1.2588 0.14
H -5.5808 -2.6468 -2.7055 0.12
O -0.1474 3.5620 0.7537 0.03
C -0.6722 3.0469 1.7289 -0.52
N -0.7320 1.6910 1.9658 0.00
C -1.1848 1.5035 3.2601 -0.43
O -1.1804 0.4551 3.8825 0.05
C -1.6278 2.8352 3.8204 -0.09
C -2.2640 3.1686 4.9964 0.00
C -2.5915 4.5106 5.1897 -0.07
C -2.2740 5.4711 4.2318 -0.07
C -1.6159 5.1175 3.0538 0.00
C -1.3098 3.7851 2.8770 -0.11
H -2.5057 2.4147 5.7356 0.12
H -3.1030 4.8121 6.0956 0.10
H -2.5441 6.5052 4.4056 0.10
H -1.3558 5.8561 2.3052 0.12
```

## Properties
Total charge = +1
E = -96872.77636 eV

---

Record 2
C37H31F6Si | ωB97M-V/def2-TZVPD

XYZ file:
```
75
Properties=species:S:1:pos:R:3:lowdin_charge:R:1
C 1.4071 0.3705 0.6436 -0.07
C 0.8359 1.3055 1.6644 -0.40
C 1.6766 2.1705 2.2565 0.04
C -0.6389 1.2774 2.0231 -0.19
Si -1.8009 2.2728 0.9370 0.70
C -0.8472 3.2412 -0.3408 -0.25
C -0.5653 2.6776 -1.5959 -0.10
C 0.3117 3.3252 -2.4736 -0.09
C 0.8353 4.5798 -2.1474 -0.08
C 0.5146 5.1671 -0.9228 -0.07
C -0.3067 4.4922 -0.0120 -0.09
C -2.9639 1.0784 0.0856 -0.24
C -4.2353 1.5335 -0.2964 -0.07
C -5.0985 0.6979 -1.0144 -0.07
C -4.7049 -0.6009 -1.3512 -0.08
C -3.4565 -1.0739 -0.9361 -0.10
C -2.6009 -0.2511 -0.1923 -0.11
C -2.7971 3.4829 1.9540 -0.26
C -3.2258 4.7009 1.4037 -0.11
C -3.9993 5.5911 2.1610 -0.07
C -4.3473 5.2750 3.4770 -0.08
C -3.9299 4.0590 4.0283 -0.08
C -3.1671 3.1612 3.2711 -0.09
H 0.7405 -0.4645 0.4197 0.02
H 1.6389 0.8928 -0.2990 0.09
H 2.3600 -0.0481 1.0083 0.09
H 1.3102 2.8983 2.9812 0.07
H 2.7333 2.1957 1.9920 0.07
H -1.0320 0.2497 2.0233 0.07
H -0.7953 1.6960 3.0281 0.08
H -1.0363 1.7364 -1.8954 0.10
H 0.5762 2.8463 -3.4169 0.09
H 1.4899 5.0973 -2.8503 0.11
H 0.9021 6.1521 -0.6651 0.11
H -0.5283 4.9503 0.9559 0.11
H -4.5504 2.5469 -0.0338 0.11
H -6.0785 1.0668 -1.3114 0.11
H -5.3698 -1.2449 -1.9279 0.11
H -3.1370 -2.0855 -1.1859 0.09
H -1.6542 -0.6581 0.1754 0.07
H -2.9571 4.9685 0.3781 0.10
H -4.3225 6.5316 1.7166 0.11
H -4.9405 5.9731 4.0703 0.11
H -4.1983 3.8058 5.0535 0.10
H -2.8611 2.2066 3.7066 0.10
F 4.8153 -0.0884 -4.6105 0.14
C 3.4545 -0.1407 -4.7339 -0.51
F 2.9979 1.1492 -4.6633 0.13
F 3.1870 -0.5855 -6.0011 0.15
C 2.8428 -1.0125 -3.6836 -0.06
C 1.6393 -0.6179 -3.1031 0.04
C 1.1273 -1.3650 -2.0628 0.03
C 1.8468 -2.4709 -1.5067 -0.16
C 1.4187 -2.9906 -0.2542 0.14
C 1.8926 -4.1846 0.3793 -0.16
C 3.2203 -4.6903 0.2696 0.02
C 3.5867 -5.8851 0.8731 0.04
C 2.6698 -6.5698 1.6669 -0.07
C 3.0716 -7.8366 2.3640 -0.51
F 2.5021 -7.9274 3.6069 0.13
F 2.6803 -8.9511 1.6676 0.14
F 4.4228 -7.9322 2.5343 0.13
C 1.3688 -6.0988 1.8309 0.03
C 0.9887 -4.9340 1.1943 0.03
C 2.9323 -2.9698 -2.2975 0.04
C 3.4628 -2.2105 -3.3273 0.04
H 1.1109 0.2636 -3.4622 0.13
H 0.1566 -1.0924 -1.6434 0.12
H 0.4860 -2.5837 0.1453 0.13
H 3.9827 -4.1321 -0.2709 0.12
H 4.5856 -6.2902 0.7342 0.14
H 0.6658 -6.6496 2.4543 0.14
H -0.0334 -4.5732 1.3123 0.13
H 3.3756 -3.9441 -2.0962 0.12
H 4.3562 -2.5330 -3.8618 0.15
```

## Properties
Total charge = +1
E = -63048.01161 eV

---

Record 3
C37H32AlBrOP2 | ωB97M-V/def2-TZVPD

XYZ file:
```
74
Properties=species:S:1:pos:R:3:lowdin_charge:R:1
Al -1.4181 0.0959 -0.2938 0.04
P 0.8750 1.3337 -1.6985 1.08
C -1.2975 1.9098 1.1019 0.07
O -0.9914 2.7025 1.9043 0.20
P -0.9503 -1.6106 1.3741 1.05
C 0.5428 3.1269 -1.7043 -0.41
C 0.5927 0.9474 -3.4808 -0.40
C 2.7438 1.3790 -1.7466 -0.35
C 0.2663 -2.1724 2.7228 -0.31
C -2.3879 -1.3369 2.4406 -0.41
C -1.3585 -3.2951 0.7204 -0.37
C 1.5108 4.1243 -1.5059 -0.05
C 1.1048 5.4657 -1.3977 -0.04
C -0.2386 5.8212 -1.4786 -0.04
C -1.1905 4.8218 -1.6909 -0.06
C -0.8091 3.4980 -1.8213 -0.15
H 2.5684 3.8717 -1.4478 0.10
H 1.8693 6.2314 -1.2424 0.12
H -0.5356 6.8449 -1.4202 0.11
H -2.2504 5.0725 -1.7622 0.12
H -1.5609 2.7087 -1.9628 0.07
C 3.4278 1.6031 -0.5266 -0.15
C 4.8347 1.5591 -0.4539 -0.07
C 5.5900 1.2999 -1.6006 -0.05
C 4.9403 1.0451 -2.8074 -0.04
C 3.5292 1.0502 -2.8739 -0.05
H 2.8450 1.8086 0.3773 0.10
H 5.3269 1.7607 0.5066 0.12
H 6.6641 1.2505 -1.5366 0.11
H 5.5234 0.8215 -3.7163 0.12
H 3.0487 0.8466 -3.8370 0.11
C 0.4946 1.9265 -4.4881 -0.07
C 0.1335 1.5509 -5.7919 -0.05
C -0.1307 0.2161 -6.1103 -0.05
C 0.0232 -0.7677 -5.1234 -0.06
C 0.4069 -0.4103 -3.8234 -0.12
H 0.6768 2.9787 -4.2395 0.12
H 0.0459 2.3306 -6.5549 0.12
H -0.4091 -0.0630 -7.1244 0.12
H -0.1246 -1.8215 -5.3717 0.11
H 0.5143 -1.1786 -3.0446 0.09
C -3.6682 -1.5630 1.8948 -0.11
C -4.7979 -1.0904 2.5695 -0.04
C -4.6618 -0.3685 3.7555 -0.03
C -3.3865 -0.0800 4.2557 -0.04
C -2.2429 -0.5431 3.5978 -0.08
H -3.7806 -2.1154 0.9514 0.11
H -5.7749 -1.3173 2.1500 0.12
H -5.5398 -0.0290 4.2724 0.12
H -3.2746 0.4905 5.1768 0.12
H -1.2365 -0.3085 3.9683 0.11
C 1.2897 -1.2907 3.1249 -0.13
C 2.2029 -1.6337 4.1396 -0.06
C 2.1029 -2.8664 4.7920 -0.05
C 1.1036 -3.7597 4.4092 -0.04
C 0.2111 -3.4183 3.3704 -0.05
H 1.3882 -0.3297 2.6341 0.08
H 2.9856 -0.9295 4.4272 0.12
H 2.8090 -3.1258 5.5772 0.12
H 1.0112 -4.7221 4.9185 0.12
H -0.5188 -4.1799 3.0950 0.09
C -2.1638 -4.2161 1.4212 -0.11
C -2.5245 -5.4324 0.8110 -0.03
C -2.1343 -5.7192 -0.5055 -0.04
C -1.3083 -4.8186 -1.1787 -0.06
C -0.8691 -3.6380 -0.5611 -0.09
H -2.5143 -4.0181 2.4485 0.12
H -3.1442 -6.1423 1.3559 0.12
H -2.4419 -6.6557 -0.9888 0.13
H -0.9624 -5.0541 -2.1862 0.12
H -0.2094 -2.9564 -1.0934 0.09
H 3.3487 -1.0676 0.7397 0.02
H 3.2547 -1.6417 0.3011 0.05
Br -3.1689 0.0119 -1.8012 0.40
```

## Properties
Total charge = +2
E = -136138.44120 eV

---

Copy entry 2 word for word.
C37H31F6Si | ωB97M-V/def2-TZVPD

XYZ file:
```
75
Properties=species:S:1:pos:R:3:lowdin_charge:R:1
C 1.4071 0.3705 0.6436 -0.07
C 0.8359 1.3055 1.6644 -0.40
C 1.6766 2.1705 2.2565 0.04
C -0.6389 1.2774 2.0231 -0.19
Si -1.8009 2.2728 0.9370 0.70
C -0.8472 3.2412 -0.3408 -0.25
C -0.5653 2.6776 -1.5959 -0.10
C 0.3117 3.3252 -2.4736 -0.09
C 0.8353 4.5798 -2.1474 -0.08
C 0.5146 5.1671 -0.9228 -0.07
C -0.3067 4.4922 -0.0120 -0.09
C -2.9639 1.0784 0.0856 -0.24
C -4.2353 1.5335 -0.2964 -0.07
C -5.0985 0.6979 -1.0144 -0.07
C -4.7049 -0.6009 -1.3512 -0.08
C -3.4565 -1.0739 -0.9361 -0.10
C -2.6009 -0.2511 -0.1923 -0.11
C -2.7971 3.4829 1.9540 -0.26
C -3.2258 4.7009 1.4037 -0.11
C -3.9993 5.5911 2.1610 -0.07
C -4.3473 5.2750 3.4770 -0.08
C -3.9299 4.0590 4.0283 -0.08
C -3.1671 3.1612 3.2711 -0.09
H 0.7405 -0.4645 0.4197 0.02
H 1.6389 0.8928 -0.2990 0.09
H 2.3600 -0.0481 1.0083 0.09
H 1.3102 2.8983 2.9812 0.07
H 2.7333 2.1957 1.9920 0.07
H -1.0320 0.2497 2.0233 0.07
H -0.7953 1.6960 3.0281 0.08
H -1.0363 1.7364 -1.8954 0.10
H 0.5762 2.8463 -3.4169 0.09
H 1.4899 5.0973 -2.8503 0.11
H 0.9021 6.1521 -0.6651 0.11
H -0.5283 4.9503 0.9559 0.11
H -4.5504 2.5469 -0.0338 0.11
H -6.0785 1.0668 -1.3114 0.11
H -5.3698 -1.2449 -1.9279 0.11
H -3.1370 -2.0855 -1.1859 0.09
H -1.6542 -0.6581 0.1754 0.07
H -2.9571 4.9685 0.3781 0.10
H -4.3225 6.5316 1.7166 0.11
H -4.9405 5.9731 4.0703 0.11
H -4.1983 3.8058 5.0535 0.10
H -2.8611 2.2066 3.7066 0.10
F 4.8153 -0.0884 -4.6105 0.14
C 3.4545 -0.1407 -4.7339 -0.51
F 2.9979 1.1492 -4.6633 0.13
F 3.1870 -0.5855 -6.0011 0.15
C 2.8428 -1.0125 -3.6836 -0.06
C 1.6393 -0.6179 -3.1031 0.04
C 1.1273 -1.3650 -2.0628 0.03
C 1.8468 -2.4709 -1.5067 -0.16
C 1.4187 -2.9906 -0.2542 0.14
C 1.8926 -4.1846 0.3793 -0.16
C 3.2203 -4.6903 0.2696 0.02
C 3.5867 -5.8851 0.8731 0.04
C 2.6698 -6.5698 1.6669 -0.07
C 3.0716 -7.8366 2.3640 -0.51
F 2.5021 -7.9274 3.6069 0.13
F 2.6803 -8.9511 1.6676 0.14
F 4.4228 -7.9322 2.5343 0.13
C 1.3688 -6.0988 1.8309 0.03
C 0.9887 -4.9340 1.1943 0.03
C 2.9323 -2.9698 -2.2975 0.04
C 3.4628 -2.2105 -3.3273 0.04
H 1.1109 0.2636 -3.4622 0.13
H 0.1566 -1.0924 -1.6434 0.12
H 0.4860 -2.5837 0.1453 0.13
H 3.9827 -4.1321 -0.2709 0.12
H 4.5856 -6.2902 0.7342 0.14
H 0.6658 -6.6496 2.4543 0.14
H -0.0334 -4.5732 1.3123 0.13
H 3.3756 -3.9441 -2.0962 0.12
H 4.3562 -2.5330 -3.8618 0.15
```

## Properties
Total charge = +1
E = -63048.01161 eV